Below is a molecular structure, C5H5EuO4 in a non-equilibrium geometry, with properties calculated with ωB97M-V/def2-TZVPD.

The geometry in ORCA input format:
```
! wB97M-V def2-TZVPD RIJCOSX def2/J DEFGRID3
* xyz -1 8
O 1.36760 -1.19401 0.13050
C 0.35290 -2.10896 0.29304
C -0.50168 -1.84249 1.53370
O -0.17115 -0.85345 2.23816
C 2.21553 2.75435 2.67284
O 2.06147 3.87004 2.19329
O 2.75953 2.68260 3.92278
Eu 1.71215 0.50926 1.54093
H 0.72945 -3.14826 0.38958
H -0.34321 -2.12873 -0.57064
H 2.18807 2.13130 4.48569
C -1.62939 -2.67089 1.91019
C -2.43506 -3.38562 1.06511
H -1.79953 -2.66799 2.99884
H -2.09098 -3.23615 0.01900
*
```

## Properties
E_tot (hartree): -1204.73132
<S²>: 15.76
HOMO-LUMO gap (spin up / spin down) (eV): 5.290 / 5.237
LUMO level (spin up / spin down) (eV): 2.105 / 2.052
HOMO energy (spin up / spin down) (eV): -3.19 / -3.19